No. 1
Below is a cluster of 12 separate species, C6H34O13 in total at a distorted geometry, with properties calculated with wB97M-V/def2-TZVPD.

Atoms and positions in Å:
O: -1.551 0.672 2.880
C: -2.341 0.712 1.987
O: -3.389 -0.212 1.916
C: -2.271 1.556 0.739
C: -0.932 2.274 0.459
C: 0.033 1.453 -0.427
C: -0.101 2.891 1.625
C: 1.475 3.289 1.368
H: -3.087 -1.025 2.368
H: -3.066 2.296 0.771
H: -2.392 0.971 -0.255
H: -1.251 3.201 -0.081
H: 1.108 1.717 -0.340
H: -0.131 0.373 -0.405
H: -0.143 1.536 -1.545
H: -0.642 3.729 1.978
H: -0.022 2.231 2.550
H: 2.050 2.335 1.630
H: 1.680 3.481 0.308
H: 1.830 4.241 1.781
H: -3.665 0.120 -2.510
H: -3.297 0.288 -3.973
O: -3.867 0.639 -3.274
H: 2.260 -0.080 1.031
H: 3.714 -0.055 1.009
O: 3.033 -0.097 0.350
H: 0.808 0.491 -4.008
H: 1.226 1.820 -4.612
O: 0.409 1.304 -4.361
H: 3.123 1.635 2.944
H: 4.280 1.265 2.008
O: 3.751 0.939 2.734
H: -0.658 -3.541 -1.198
H: 0.308 -2.644 -2.085
O: -0.586 -2.930 -1.929
H: 2.719 -1.251 -2.276
H: 2.856 0.025 -1.617
O: 3.110 -0.390 -2.456
H: -2.649 -1.861 -0.759
H: -3.833 -0.884 -0.546
O: -3.128 -1.123 -1.138
H: -2.332 -4.200 -2.173
H: -3.386 -3.065 -1.885
O: -2.966 -3.865 -1.556
H: 0.771 -3.498 1.567
H: 0.302 -3.958 0.145
O: 0.094 -4.011 1.066
H: 0.409 0.637 2.250
H: 0.802 -0.180 3.627
O: 1.059 0.229 2.820
H: 2.498 -2.396 0.501
H: 3.418 -3.707 0.604
O: 2.556 -3.376 0.391

Properties
- Gap between HOMO and LUMO: 10.65 eV
- E_tot: -1227.051612 Ha
- Charge: 0
- Structure (SMILES): CC[C@@H](C)CC(=O)O.O.O.O.O.O.O.O.O.O.O.O
- Energy relative to the best compared isomer or geometry (same formula, charge and spin): 1.504 eV

Here are the Löwdin charges for atoms 1 to 6, given in e:
1 O 0.10
2 C -0.45
3 O 0.06
4 C -0.06
5 C -0.34
6 C -0.07

=====

No. 2
Below is a cluster of 3 separate species, C20H56N7O5P2S in total at a distorted geometry, with properties calculated with wB97M-V/def2-TZVPD.

Atoms and positions in Å:
C: 5.568 -2.404 0.612
O: 4.491 -1.642 1.181
C: 4.517 -0.294 0.935
S: 2.872 0.198 0.208
C: 2.533 1.695 1.093
O: 1.936 -0.954 0.786
C: 0.555 -0.623 1.100
C: -0.342 -0.282 -0.094
N: -1.651 -0.825 0.266
C: -2.361 0.041 1.217
C: -3.229 -0.664 2.296
C: -2.949 -2.154 2.548
O: -3.088 0.089 3.508
H: 6.495 -1.830 0.588
H: 5.712 -3.265 1.262
H: 5.303 -2.757 -0.387
H: 4.617 0.273 1.867
H: 5.267 0.020 0.204
H: 1.462 1.891 1.101
H: 3.030 2.523 0.581
H: 2.898 1.632 2.120
H: 0.121 -1.533 1.511
H: 0.496 0.134 1.885
H: -0.396 0.809 -0.249
H: 0.020 -0.751 -1.010
H: -2.206 -0.978 -0.565
H: -1.646 0.660 1.763
H: -3.018 0.720 0.659
H: -4.279 -0.565 2.017
H: -3.674 -2.778 2.023
H: -1.953 -2.494 2.271
H: -3.135 -2.330 3.611
H: -2.382 -0.304 4.023
O: 1.579 4.954 0.515
P: 0.990 6.011 -0.335
N: 1.638 7.477 0.148
C: 1.158 8.788 -0.267
C: 3.072 7.476 0.439
N: -0.675 5.956 -0.039
C: -1.543 7.121 -0.022
C: -1.126 4.953 0.922
N: 0.908 6.147 -2.004
C: 0.173 5.058 -2.676
C: 2.237 6.271 -2.640
H: 1.386 9.029 -1.313
H: 1.640 9.540 0.358
H: 0.095 8.902 -0.116
H: 3.701 7.481 -0.458
H: 3.332 6.601 1.032
H: 3.322 8.360 1.026
H: -1.417 7.728 0.882
H: -2.583 6.790 -0.058
H: -1.385 7.738 -0.904
H: -0.973 5.259 1.963
H: -0.609 4.010 0.766
H: -2.193 4.780 0.769
H: 0.623 4.074 -2.497
H: 0.180 5.248 -3.749
H: -0.860 5.039 -2.341
H: 2.902 5.432 -2.403
H: 2.718 7.197 -2.334
H: 2.111 6.313 -3.720
O: -1.925 -4.952 1.139
P: -1.574 -5.665 -0.105
N: -0.736 -4.543 -1.049
C: -0.489 -4.608 -2.479
C: 0.333 -3.841 -0.351
N: -3.059 -6.056 -0.813
C: -3.305 -6.035 -2.242
C: -4.252 -5.671 -0.063
N: -0.805 -7.120 -0.439
C: -1.490 -8.312 0.111
C: 0.604 -7.160 0.005
H: 0.242 -5.376 -2.769
H: -0.096 -3.642 -2.805
H: -1.396 -4.776 -3.042
H: 1.263 -4.423 -0.305
H: 0.063 -3.578 0.669
H: 0.565 -2.916 -0.886
H: -3.401 -5.018 -2.640
H: -4.238 -6.561 -2.455
H: -2.520 -6.566 -2.782
H: -4.500 -4.608 -0.179
H: -4.129 -5.876 0.996
H: -5.095 -6.262 -0.427
H: -1.575 -8.281 1.202
H: -0.914 -9.194 -0.166
H: -2.483 -8.405 -0.317
H: 0.719 -6.961 1.076
H: 1.197 -6.439 -0.553
H: 1.013 -8.146 -0.206

Properties
- Gap between HOMO and LUMO: 7.66 eV
- E_tot: -2635.758005 Ha
- Charge: +1

Here are the Löwdin charges for atoms 1 to 6, given in e:
1 C -0.04
2 O -0.20
3 C -0.32
4 S 1.17
5 C -0.22
6 O -0.37

=====

No. 3
Below is a structure of composition C55H53GeN2NiO4P2S, with properties calculated with wB97M-V/def2-TZVPD.

Atoms and positions in Å:
Ni: -0.430 -0.222 -0.856
O: 2.494 -0.904 -3.362
S: 1.815 -0.054 -0.511
C: 2.661 1.421 0.013
C: 3.859 1.298 0.679
C: 4.683 2.391 1.028
C: 4.286 3.638 0.668
C: 4.945 4.984 0.856
C: 3.930 6.001 0.273
C: 2.772 5.158 -0.205
C: 1.585 5.523 -0.763
C: 0.662 4.501 -1.061
C: 0.881 3.158 -0.848
P: -0.542 2.004 -1.193
C: -1.007 2.448 -2.911
C: -0.635 1.531 -3.890
C: -0.912 1.787 -5.228
C: -1.585 2.941 -5.595
C: -1.996 3.841 -4.618
C: -1.709 3.594 -3.285
C: -1.881 2.800 -0.225
C: -3.204 2.538 -0.589
C: -4.256 2.964 0.208
C: -4.008 3.656 1.387
C: -2.698 3.929 1.755
C: -1.646 3.508 0.953
C: 2.150 2.743 -0.300
C: 3.037 3.792 0.026
C: 2.592 -1.346 0.414
C: 3.739 -1.878 -0.126
C: 4.493 -2.890 0.510
C: 4.057 -3.343 1.719
C: 4.637 -4.372 2.661
C: 3.660 -4.405 3.867
C: 2.571 -3.419 3.509
C: 1.447 -3.036 4.173
C: 0.577 -2.123 3.531
C: 0.802 -1.577 2.288
P: -0.588 -0.616 1.509
C: -0.597 0.727 2.784
C: -1.542 0.909 3.787
C: -1.419 1.952 4.699
C: -0.339 2.819 4.636
C: 0.623 2.636 3.649
C: 0.487 1.607 2.733
C: -2.081 -1.573 1.942
C: -3.293 -0.881 1.870
C: -4.502 -1.544 2.008
C: -4.523 -2.919 2.198
C: -3.326 -3.620 2.243
C: -2.116 -2.953 2.113
C: 2.045 -1.872 1.631
C: 2.856 -2.834 2.258
H: 4.208 0.310 0.938
H: 5.616 2.207 1.547
H: 5.899 5.029 0.326
H: 5.157 5.180 1.908
H: 4.361 6.573 -0.550
H: 3.603 6.723 1.023
H: 1.329 6.559 -0.954
H: -0.297 4.805 -1.456
H: -0.171 0.596 -3.586
H: -0.621 1.064 -5.981
H: -1.812 3.132 -6.638
H: -2.550 4.731 -4.894
H: -2.070 4.284 -2.531
H: -3.404 1.971 -1.490
H: -5.274 2.743 -0.091
H: -4.830 3.980 2.013
H: -2.486 4.460 2.675
H: -0.633 3.728 1.259
H: 4.065 -1.490 -1.084
H: 5.388 -3.272 0.036
H: 5.648 -4.100 2.968
H: 4.706 -5.347 2.174
H: 4.160 -4.119 4.795
H: 3.247 -5.403 4.025
H: 1.185 -3.432 5.148
H: -0.348 -1.872 4.038
H: -2.389 0.240 3.863
H: -2.174 2.081 5.465
H: -0.244 3.628 5.350
H: 1.477 3.301 3.583
H: 1.239 1.481 1.967
H: -3.293 0.187 1.677
H: -5.428 -0.987 1.938
H: -5.467 -3.443 2.287
H: -3.331 -4.697 2.364
H: -1.193 -3.517 2.111
N: 0.999 -1.725 -5.032
C: 1.227 -1.598 -3.602
N: 2.384 -2.370 -3.121
O: 0.201 -1.441 -2.858
H: 1.661 -1.149 -5.537
H: 0.062 -1.403 -5.223
H: 2.838 -2.784 -3.933
H: 1.738 -3.440 -1.793
C: -5.035 -2.119 -2.011
Ge: -3.122 -1.826 -2.468
C: -2.290 -3.608 -2.403
C: -3.156 -1.303 -4.370
C: -2.343 -0.555 -1.266
H: -5.532 -2.806 -2.702
H: -5.570 -1.165 -2.027
H: -5.111 -2.532 -1.000
H: -2.817 -4.298 -3.069
H: -2.324 -3.998 -1.383
H: -1.249 -3.523 -2.715
H: -3.814 -1.971 -4.933
H: -2.154 -1.372 -4.783
H: -3.510 -0.276 -4.488
H: -3.143 -0.205 -0.602
C: 0.315 -5.448 0.328
C: 0.606 -4.154 -0.389
O: 1.569 -4.289 -1.297
O: 0.036 -3.121 -0.129
H: 0.915 -5.471 1.242
H: 0.569 -6.314 -0.278
H: -0.738 -5.467 0.605

Properties
- Gap between HOMO and LUMO (alpha / beta): 5.50 / 6.03 eV
- E_tot: -7204.237289 Ha
- Multiplicity: 3
- Charge: -1
- Energy relative to the best compared isomer or geometry (same formula, charge and spin): 0.000 eV

Here are the Löwdin charges for atoms 1 to 6, given in e:
1 Ni -0.21
2 O -0.12
3 S 1.04
4 C -0.38
5 C -0.08
6 C -0.02

=====

No. 4
Below is the molecule C10H15OPS at a distorted geometry, with properties calculated with wB97M-V/def2-TZVPD.

Atoms and positions in Å:
C: 3.684 0.255 0.013
C: 2.898 0.424 1.115
C: 3.240 0.101 -1.320
C: 1.518 0.444 0.986
C: 1.800 0.101 -1.393
C: 0.997 0.272 -0.252
C: -0.556 -2.531 -0.401
C: -2.791 -1.488 0.528
C: -2.266 2.773 0.017
C: -1.237 -1.397 0.435
O: -1.469 3.091 -1.044
P: -0.848 0.257 -0.464
S: -1.447 1.602 1.169
H: 4.731 0.283 0.179
H: 3.329 0.760 1.974
H: 3.836 -0.150 -2.114
H: 0.981 0.544 1.844
H: 1.303 0.056 -2.371
H: 0.544 -2.327 -0.543
H: -0.565 -3.364 0.165
H: -1.176 -2.873 -1.200
H: -3.099 -0.778 1.216
H: -3.010 -2.535 1.065
H: -3.397 -1.432 -0.472
H: -2.484 3.743 0.586
H: -3.182 2.397 -0.373
H: -0.602 3.025 -0.676
H: -0.732 -1.252 1.329

Properties
- Gap between HOMO and LUMO: 9.47 eV
- E_tot: -1204.761722 Ha
- Charge: 0
- Structure (SMILES): CC(C)P(SCO)c1ccccc1
- Energy relative to the best compared isomer or geometry (same formula, charge and spin): 1.542 eV

Here are the Löwdin charges for atoms 1 to 6, given in e:
1 C -0.09
2 C -0.07
3 C -0.02
4 C -0.14
5 C -0.09
6 C -0.47

=====

No. 5
Below is a structure of composition C29H44NOSi2Zr at a distorted geometry, with properties calculated with wB97M-V/def2-TZVPD.

Atoms and positions in Å:
C: 1.974 0.103 0.832
C: 2.176 -0.707 -0.315
C: 1.929 0.063 -1.463
H: 2.529 -1.732 -0.308
C: 1.522 1.377 -1.054
C: 1.666 1.432 0.384
H: 1.575 2.258 -1.689
C: -1.416 -1.829 1.199
C: -0.173 -2.371 0.822
C: -0.049 -2.267 -0.580
H: 0.539 -2.842 1.482
C: -1.185 -1.611 -1.110
C: -2.052 -1.297 0.027
H: 2.201 -0.226 -2.475
H: 1.677 2.339 0.981
H: 2.143 -0.208 1.859
H: -3.108 -1.028 -0.059
H: 0.708 -2.719 -1.207
H: -1.866 -1.872 2.189
Zr: -0.443 0.539 0.127
C: -1.569 -1.473 -2.581
C: -3.094 -1.349 -2.702
C: -1.041 -2.624 -3.459
H: -3.535 -2.311 -2.415
H: -3.390 -1.163 -3.741
H: -3.503 -0.547 -2.067
H: -1.510 -3.583 -3.210
H: 0.056 -2.739 -3.415
H: -1.315 -2.430 -4.510
C: -0.898 -0.240 -3.222
C: -1.375 1.076 -2.723
H: -0.948 -0.299 -4.341
H: 0.199 -0.290 -2.984
O: -1.409 1.263 -1.430
N: -1.630 2.053 -3.593
C: -0.589 2.843 -4.367
H: -2.581 2.436 -3.554
C: 0.654 2.070 -4.682
C: 1.906 2.578 -4.323
H: 1.973 3.578 -3.883
C: 3.070 1.846 -4.584
H: 4.045 2.263 -4.328
C: 2.987 0.565 -5.140
H: 3.884 -0.052 -5.255
C: 1.738 0.072 -5.521
H: 1.626 -0.947 -5.890
C: 0.610 0.900 -5.450
H: -0.307 0.670 -6.013
H: -0.303 3.736 -3.780
H: -1.094 3.159 -5.291
C: -1.033 1.215 5.189
Si: 0.063 0.769 3.731
C: 1.692 1.653 4.049
C: 0.522 -1.046 3.900
C: -0.870 1.209 2.176
Si: -1.220 3.014 1.878
C: 0.074 4.188 2.576
C: -1.368 3.611 0.092
C: -2.856 3.313 2.741
H: -0.501 0.922 6.104
H: -1.989 0.677 5.161
H: -1.245 2.290 5.245
H: 2.019 1.309 5.042
H: 2.473 1.382 3.332
H: 1.614 2.742 4.076
H: -0.348 -1.709 3.869
H: 1.230 -1.391 3.142
H: 1.018 -1.174 4.875
H: -1.864 0.711 2.272
H: 1.074 4.020 2.157
H: -0.242 5.199 2.283
H: 0.140 4.152 3.669
H: -2.207 3.155 -0.453
H: -1.538 4.696 0.151
H: -0.464 3.468 -0.521
H: -3.624 2.654 2.314
H: -2.802 3.127 3.821
H: -3.151 4.356 2.568

Properties
- Gap between HOMO and LUMO: 6.69 eV
- E_tot: -1887.283550 Ha
- Charge: +1
- Energy relative to the best compared isomer or geometry (same formula, charge and spin): 2.275 eV

Here are the Löwdin charges for atoms 1 to 6, given in e:
1 C -0.16
2 C -0.12
3 C -0.11
4 H 0.12
5 C -0.21
6 C -0.27

=====

No. 6
Below is a cluster of 2 separate species, C3H3BrCl2 in total at a distorted geometry, with properties calculated with wB97M-V/def2-TZVPD.

Atoms and positions in Å:
C: -0.292 -0.691 -0.572
C: -0.253 -0.086 0.753
C: 0.830 0.234 -0.149
Cl: -2.346 1.774 0.728
Cl: 1.053 1.793 -0.898
Br: 2.518 -0.626 0.334
H: -0.136 -1.758 -0.676
H: -0.987 -0.287 -1.297
H: -0.386 -0.354 1.777

Properties
- Gap between HOMO and LUMO (alpha / beta): 7.18 / 7.13 eV
- E_tot: -3610.363404 Ha
- Charge: 0
- Energy relative to the best compared isomer or geometry (same formula, charge and spin): 2.954 eV

Here are the Löwdin charges for atoms 1 to 6, given in e:
1 C -0.17
2 C -0.11
3 C -1.24
4 Cl -0.16
5 Cl 0.64
6 Br 0.72

=====

No. 7
Below is the molecule C9H16Si at a distorted geometry, with properties calculated with wB97M-V/def2-TZVPD.

Atoms and positions in Å:
C: -1.955 1.016 1.034
C: -2.000 2.071 0.192
C: -0.751 0.393 1.128
C: 0.260 1.546 -0.565
C: -0.869 2.428 -0.664
C: -0.612 -2.396 -0.107
C: 2.766 -0.428 -1.359
C: -0.218 -0.859 1.668
C: -1.012 -2.054 1.316
Si: 1.917 1.352 -1.285
H: -2.758 0.672 1.656
H: -2.772 2.791 0.464
H: -1.082 2.512 -1.755
H: -0.642 3.532 -0.307
H: -0.867 -1.584 -0.729
H: -0.908 -3.277 -0.588
H: 0.485 -2.533 -0.317
H: 2.749 -1.121 -0.410
H: 2.201 -0.994 -2.129
H: 3.876 -0.174 -1.581
H: -0.172 -0.810 2.829
H: 0.802 -1.165 1.285
H: -2.102 -2.010 1.443
H: -0.758 -2.844 2.018
H: 2.904 2.218 -0.644
H: 1.517 1.719 -2.593

Properties
- Gap between HOMO and LUMO (alpha / beta): 7.29 / 8.09 eV
- E_tot: -641.751796 Ha
- Charge: 0
- Energy relative to the best compared isomer or geometry (same formula, charge and spin): 5.918 eV

Here are the Löwdin charges for atoms 1 to 6, given in e:
1 C -0.15
2 C -0.14
3 C 0.00
4 C -0.16
5 C -0.34
6 C -0.11